DFT (the ωB97M-V functional and the def2-TZVPD basis) results for a molecular structure, C40H62N8SbSeSi3W.

HOMO level (alpha / beta)   -10.0576 / -10.0925 eV
Lowest unoccupied orbital energy (alpha / beta)   -3.68 / -3.66 eV
Charge   +1
Frontier orbital gap (alpha / beta)   0.2344 / 0.2363 Eh

Each line ends with the Löwdin charge.
Geometry (Å):
W1 -0.6962 0.6536 -0.0558  1.1109
C1 1.0240 1.9871 4.0332  -0.2379
Sb1 0.8428 1.6041 1.9458  1.3990
C2 -0.3983 -0.1956 1.8414  -0.5795
C3 -0.0182 -1.6343 1.9874  -0.4065
C4 1.1130 -2.2915 1.5049  -0.0572
C5 1.1961 -3.6675 1.6300  -0.0473
C6 0.1683 -4.3679 2.2422  -0.0453
C7 -0.9102 -3.6437 2.7155  -0.1095
N1 -0.9949 -2.3221 2.5909  0.0594
Si1 -1.9126 0.0148 3.0636  0.4542
C8 -2.4159 1.8454 3.2199  -0.2146
C9 -1.3446 -0.4786 4.7853  -0.1631
C10 -3.5279 -0.7262 2.4662  -0.1593
C11 2.8078 1.1199 1.2098  -0.5507
C12 2.6457 0.3308 -0.0733  -0.3865
C13 3.7977 0.0147 -0.7936  -0.0547
C14 3.7655 -0.8104 -1.9070  -0.0053
C15 2.5557 -1.3534 -2.2923  -0.0204
C16 1.4484 -0.9830 -1.5677  -0.1521
N2 1.4400 -0.1279 -0.5316  -0.0608
Si2 3.9354 0.2496 2.5322  0.4802
C17 4.6818 1.4948 3.7197  -0.1737
C18 3.0522 -1.0068 3.6138  -0.1594
C19 5.3797 -0.6736 1.7782  -0.1655
Si3 3.4681 2.9031 0.7804  0.4362
C20 3.2548 4.1075 2.2092  -0.1872
C21 2.4059 3.6482 -0.5767  -0.1809
C22 5.2640 2.8778 0.2574  -0.1599
H1 0.0893 2.4112 4.3886  0.0097
H2 1.8325 2.6971 4.1824  -0.0007
H3 1.2305 1.0579 4.5531  0.0100
H4 1.9182 -1.7483 1.0374  0.0910
H5 2.0565 -4.1948 1.2374  0.1196
H6 0.1987 -5.4431 2.3460  0.1147
H7 -1.7452 -4.1343 3.2023  0.1205
H8 -1.6589 2.6225 3.0945  -0.0140
H9 -2.8220 1.9622 4.2299  0.0468
H10 -3.2335 2.0580 2.5319  0.0066
H11 -1.3012 0.3844 5.4528  0.0301
H12 -0.3702 -0.9674 4.7781  0.0244
H13 -2.0523 -1.1951 5.2085  0.0447
H14 -3.6523 -0.4990 1.4026  0.0021
H15 -4.3641 -0.2627 2.9978  0.0417
H16 -3.5817 -1.8055 2.5882  0.0291
H17 4.7408 0.4094 -0.4535  0.0814
H18 4.6792 -1.0304 -2.4442  0.1261
H19 2.4471 -2.0263 -3.1301  0.1255
H20 0.4877 -1.3753 -1.8583  0.0844
H21 3.9544 1.9979 4.3565  0.0233
H22 5.3079 2.2487 3.2427  0.0271
H23 5.3291 0.9112 4.3808  0.0482
H24 1.9933 -0.8237 3.7940  0.0030
H25 3.5595 -0.9933 4.5830  0.0498
H26 3.1388 -2.0185 3.2199  0.0334
H27 6.1004 -0.0432 1.2558  0.0325
H28 5.0716 -1.4772 1.1081  0.0383
H29 5.9059 -1.1362 2.6187  0.0495
H30 2.2028 4.2614 2.4663  0.0168
H31 3.6043 5.0681 1.8167  0.0499
H32 3.8105 3.9075 3.1208  0.0188
H33 1.8365 4.4860 -0.1663  0.0397
H34 1.6876 2.9619 -1.0243  -0.0380
H35 3.0297 4.0423 -1.3822  0.0453
H36 5.9072 2.3033 0.9257  0.0236
H37 5.6298 3.9081 0.2589  0.0479
H38 5.3878 2.4971 -0.7575  0.0366
N3 -1.3777 -1.1303 -0.5825  -0.0467
C23 -1.5581 -2.2947 -0.5621  -0.1417
C24 -1.6908 -3.6403 -0.6157  -0.2439
C25 -2.7882 -4.2675 0.0384  -0.2208
N4 -3.6908 -4.7278 0.5851  0.1611
C26 -0.6366 -4.3729 -1.2337  -0.2189
N5 0.2596 -4.9128 -1.7154  0.1605
C27 2.2063 -1.5470 -7.0326  -0.0405
C28 1.5419 -0.7954 -5.9125  -0.2634
C29 0.2972 -1.1712 -5.4308  -0.0054
C30 -0.3429 -0.4718 -4.4100  -0.2970
C31 -1.7300 -0.8900 -4.0082  -0.0705
C32 0.3171 0.6138 -3.8234  -0.5053
Se1 -0.5960 1.6420 -2.4633  0.7421
C33 1.5682 1.0218 -4.2996  -0.3080
C34 2.3072 2.1745 -3.6882  -0.0735
C35 2.1542 0.3133 -5.3391  -0.0157
H39 1.6102 -2.4031 -7.3439  0.0777
H40 3.1904 -1.9106 -6.7323  0.0829
H41 2.3504 -0.9014 -7.9002  0.0868
H42 -0.2078 -2.0226 -5.8731  0.1198
H43 -2.0412 -1.7708 -4.5685  0.0871
H44 -2.4433 -0.0882 -4.2119  0.0792
H45 -1.7930 -1.1203 -2.9458  0.0304
H46 2.5577 1.9558 -2.6510  0.0419
H47 1.7071 3.0866 -3.6926  0.0752
H48 3.2341 2.3668 -4.2283  0.0865
H49 3.1225 0.6356 -5.7081  0.1231
C36 -4.0306 0.2316 -1.4555  -0.0479
N6 -4.4090 1.3684 -0.6293  -0.1325
C37 -5.7824 1.3245 -0.1347  -0.0323
C38 -3.5401 2.2999 -0.2116  -0.3984
N7 -2.2406 2.0541 0.0174  -0.0891
N8 -4.0345 3.5338 0.0562  -0.1297
C39 -5.1261 4.0922 -0.7432  -0.0280
C40 -3.2522 4.5327 0.7724  -0.0331
H50 -4.7761 0.1252 -2.2455  0.1087
H51 -4.0105 -0.6898 -0.8719  0.0813
H52 -3.0647 0.4087 -1.9141  -0.0007
H53 -5.9774 0.3101 0.2162  0.1000
H54 -6.5047 1.5642 -0.9164  0.0968
H55 -5.9089 2.0073 0.7005  0.0956
H56 -1.7954 2.9273 0.2834  0.0303
H57 -5.3635 3.4337 -1.5722  0.0929
H58 -4.7985 5.0475 -1.1541  0.1003
H59 -6.0209 4.2581 -0.1429  0.0997
H60 -2.7377 4.0915 1.6227  0.0694
H61 -3.9368 5.2838 1.1606  0.1043
H62 -2.5319 5.0328 0.1160  0.1078

=====

DFT (the ωB97M-V functional and the def2-TZVPD basis) results for a molecular structure, C40H63BGeN5P3Pt.

⟨S²⟩   0.76
HOMO level (alpha / beta)   -9.6284 / -9.6250 eV
Lowest unoccupied orbital energy (alpha / beta)   -4.61 / -4.85 eV
Charge   +1
Frontier orbital gap (alpha / beta)   0.1843 / 0.1754 Eh
Spin multiplicity   2

Each line ends with the Löwdin spin population.
Geometry (Å):
Pt1 -0.0254 -0.2367 -0.2456  0.4293
C1 -1.5063 -0.9750 4.8226  0.0011
C2 -0.0969 -0.5843 4.3826  0.0370
C3 0.8956 -1.6276 4.8786  0.0016
P1 -0.0471 -0.2168 2.5250  0.1092
C4 -1.0323 1.3734 2.6144  0.0105
N1 -2.2977 1.2162 1.9918  -0.0011
Ge1 -2.2231 0.8006 -0.0456  0.0089
N2 -2.5913 1.7610 -1.7724  0.0028
C5 -1.3763 2.1148 -2.4631  0.0161
P2 -0.2274 0.6730 -2.6291  0.0373
C6 -0.9857 -0.2129 -4.1143  0.0004
C7 0.0093 -1.0858 -4.8752  -0.0001
C8 -1.7606 0.6760 -5.0857  0.0006
C9 1.3742 1.5301 -3.0666  0.0066
C10 2.5338 0.5462 -2.9071  -0.0002
C11 1.4037 2.2559 -4.4067  0.0028
C12 -3.5213 2.7419 -1.5714  0.0001
C13 -3.6717 3.8791 -2.3718  0.0009
C14 -4.5988 4.8474 -2.0449  0.0001
C15 -5.3503 4.7441 -0.8857  0.0006
C16 -5.2314 3.6154 -0.0905  -0.0001
C17 -4.3723 2.5993 -0.4564  0.0006
N3 -4.2842 1.3366 0.2311  -0.0002
C18 -4.5968 1.4116 1.6365  -0.0001
C19 -5.8807 1.4554 2.1474  0.0000
C20 -6.1043 1.7084 3.4954  0.0000
C21 -5.0277 1.9416 4.3394  0.0000
C22 -3.7399 1.8247 3.8697  0.0000
C23 -3.4905 1.5067 2.5199  -0.0002
C24 -5.0978 0.3739 -0.4722  0.0008
C25 -6.3938 0.6605 -0.8604  -0.0001
C26 -7.1809 -0.2993 -1.4730  0.0007
C27 -6.6478 -1.5582 -1.6992  -0.0001
C28 -5.3303 -1.8312 -1.4016  0.0005
C29 -4.5000 -0.8564 -0.8164  -0.0003
N4 -3.1702 -0.9775 -0.5928  0.0013
C30 -2.4674 -2.1315 -1.0870  0.0043
P3 -0.8683 -2.4316 -0.2101  0.1436
C31 -1.4345 -3.3072 1.3426  0.0265
C32 -1.8102 -4.7724 1.1147  0.0084
C33 -2.6121 -2.5642 1.9660  0.0028
C34 0.0754 -3.7429 -1.1624  0.0275
C35 -0.7415 -4.4757 -2.2198  0.0066
C36 1.3224 -3.1063 -1.7686  0.0063
C37 1.7465 0.2775 2.3106  0.0068
C38 1.9101 1.2792 1.1729  0.0266
C39 2.4647 -1.0119 1.9004  0.0082
H1 -1.6005 -0.8429 5.8997  0.0004
H2 -1.6912 -2.0223 4.5980  0.0002
H3 -2.2773 -0.3790 4.3374  0.0001
H4 0.1659 0.3861 4.8287  0.0059
H5 0.7165 -2.5970 4.4154  0.0003
H6 0.7626 -1.7395 5.9545  0.0006
H7 1.9259 -1.3285 4.7038  0.0000
H8 -0.4664 2.1046 2.0280  0.0001
H9 -1.1126 1.7310 3.6423  0.0011
H10 -0.8366 2.8821 -1.8867  0.0000
H11 -1.5910 2.5265 -3.4508  0.0012
H12 -1.7229 -0.8784 -3.6470  0.0004
H13 0.6816 -0.4857 -5.4829  0.0000
H14 -0.5376 -1.7510 -5.5423  -0.0001
H15 0.6066 -1.7031 -4.2099  0.0000
H16 -1.1427 1.4565 -5.5225  0.0000
H17 -2.6282 1.1243 -4.6091  0.0001
H18 -2.1299 0.0541 -5.9002  0.0000
H19 1.4706 2.2835 -2.2692  0.0007
H20 2.5778 -0.1644 -3.7281  0.0000
H21 2.4291 -0.0157 -1.9736  -0.0004
H22 3.4812 1.0790 -2.8731  0.0000
H23 1.2892 1.5737 -5.2447  0.0000
H24 2.3612 2.7612 -4.5198  0.0004
H25 0.6245 3.0120 -4.4593  0.0001
H26 -3.0703 4.0046 -3.2601  0.0002
H27 -4.7163 5.7065 -2.6864  0.0000
H28 -6.0377 5.5275 -0.6061  0.0000
H29 -5.8118 3.5361 0.8171  0.0000
H30 -6.7336 1.2930 1.5084  0.0000
H31 -7.1151 1.7486 3.8729  0.0000
H32 -5.1997 2.1992 5.3736  0.0000
H33 -2.9118 1.9724 4.5453  0.0001
H34 -6.7929 1.6500 -0.7078  0.0000
H35 -8.1943 -0.0657 -1.7610  0.0000
H36 -7.2662 -2.3289 -2.1328  0.0000
H37 -4.9436 -2.8105 -1.6391  0.0002
H38 -2.2193 -1.9998 -2.1512  0.0000
H39 -3.0787 -3.0359 -0.9904  0.0027
H40 -0.5776 -3.2594 2.0287  0.0008
H41 -2.6097 -4.8645 0.3819  0.0004
H42 -2.1719 -5.1923 2.0524  0.0021
H43 -0.9672 -5.3758 0.7882  0.0002
H44 -3.4980 -2.6419 1.3412  0.0000
H45 -2.3750 -1.5079 2.0995  0.0023
H46 -2.8486 -3.0014 2.9348  0.0004
H47 0.4063 -4.4610 -0.4061  0.0007
H48 -1.0477 -3.8061 -3.0179  0.0002
H49 -1.6258 -4.9427 -1.7968  0.0001
H50 -0.1311 -5.2615 -2.6603  0.0018
H51 1.0553 -2.1990 -2.3114  0.0004
H52 1.8067 -3.8023 -2.4486  0.0001
H53 2.0370 -2.8455 -0.9905  0.0014
H54 2.1572 0.6728 3.2445  0.0001
H55 1.3081 0.9162 0.2873  0.0159
H56 2.9552 1.3286 0.8683  0.0007
H57 1.5953 2.2882 1.4296  0.0001
H58 2.0390 -1.3626 0.9468  0.0053
H59 2.3487 -1.8163 2.6240  0.0007
H60 3.5274 -0.8293 1.7598  0.0000
B1 0.8544 4.9804 0.4116  0.0006
C40 -0.2636 3.9387 0.3360  0.0034
N5 -1.0100 3.0499 0.2869  0.0123
H61 1.1447 5.1241 1.5709  0.0000
H62 0.4908 6.0561 0.0227  0.0002
H63 1.7441 4.5545 -0.2728  0.0005

=====

DFT (the ωB97M-V functional and the def2-TZVPD basis) results for a molecular structure, C40H63CsN8P2SSi.

HOMO level   -1.4036 eV
Lowest unoccupied orbital energy   3.50 eV
Charge   -2
Frontier orbital gap   0.1802 Eh

Each line ends with the Löwdin charge.
Geometry (Å):
Cs1 1.0063 0.7254 -0.5113  0.8518
C1 -5.0718 3.4786 0.5750  -0.2331
C2 -4.5159 4.9349 0.7486  -0.2052
N1 -3.0985 4.9225 1.1269  -0.0811
C3 -2.2479 5.8716 0.4180  -0.2277
C4 -2.1813 5.6302 -1.1015  -0.2601
N2 -2.5314 4.3209 -1.4370  -0.0822
C5 -3.4920 3.9863 -2.4549  -0.2168
C6 -4.7432 3.2302 -1.9638  -0.1641
N3 -4.5693 2.7292 -0.5523  -0.0806
H1 -4.8779 2.9656 1.5555  0.1217
H2 -6.1756 3.5562 0.5834  0.0954
H3 -4.6756 5.4134 -0.2489  0.1122
H4 -5.1508 5.5368 1.3678  0.0930
H5 -2.9037 5.0254 2.1145  0.1109
H6 -2.5529 6.9323 0.6507  0.1061
H7 -1.2291 5.9006 0.8857  0.1201
H8 -2.8166 6.3727 -1.6156  0.1028
H9 -1.1143 5.9015 -1.3273  0.1114
H10 -2.6110 3.7559 -0.5894  0.0985
H11 -3.7828 4.9318 -2.9659  0.1072
H12 -2.9565 3.4171 -3.2417  0.1051
H13 -5.6004 3.9671 -1.8989  0.1108
H14 -4.9917 2.4036 -2.6094  0.0983
H15 -4.7932 1.7589 -0.5079  0.0951
C7 -1.9119 -2.7653 -5.2762  -0.1481
C8 -1.4035 -2.1885 -3.9791  -0.5402
C9 -2.4555 -1.3084 -3.2545  -0.1790
P1 -0.9177 -3.3182 -2.5106  1.1327
C10 -1.1472 -5.0627 -3.3762  -0.5332
C11 -1.6730 -6.0327 -2.3266  -0.1642
C12 0.0285 -5.6024 -4.2258  -0.1150
C13 0.8686 -2.9288 -2.4822  -0.3155
C14 1.6741 -2.9584 -3.6144  -0.1115
C15 3.0603 -2.9466 -3.4122  -0.1149
C16 3.6095 -2.8526 -2.1351  -0.1034
C17 2.8590 -2.6488 -1.0152  -0.0743
C18 1.4562 -2.7699 -1.1465  -0.3865
N4 0.5934 -2.7165 -0.0665  -0.0202
C19 0.7536 -3.6928 0.8772  -0.3036
C20 1.8105 -4.7015 0.7966  -0.0620
C21 2.4206 -5.2751 1.9136  -0.1363
C22 1.8547 -4.9945 3.1462  -0.1564
C23 0.6773 -4.2065 3.2173  -0.1460
C24 0.0686 -3.6107 2.1530  -0.4070
P2 -1.3285 -2.5293 2.1456  1.0834
C25 -2.3521 -3.4830 3.3642  -0.6267
C26 -3.7154 -2.8309 3.5818  -0.1585
C27 -2.6356 -4.8841 2.8574  -0.1499
C28 -0.6235 -0.9446 3.0406  -0.4875
C29 -1.3303 0.3398 2.5139  -0.1667
C30 -0.6880 -1.1074 4.5757  -0.1324
H16 -2.0598 -1.9279 -5.9804  0.0742
H17 -2.8853 -3.2657 -5.2176  0.0638
H18 -1.2304 -3.4811 -5.8027  0.0722
H19 -0.5743 -1.5358 -4.2330  0.0907
H20 -3.3744 -1.8571 -3.0671  0.0570
H21 -2.7762 -0.4264 -3.7872  0.0511
H22 -2.0765 -0.9700 -2.2551  0.0634
H23 -2.0170 -4.9165 -4.0220  0.0680
H24 -1.0317 -6.0852 -1.4552  0.0619
H25 -1.8070 -7.0262 -2.7491  0.0602
H26 -2.6290 -5.6803 -1.9854  0.0509
H27 0.9394 -5.6943 -3.6094  0.0804
H28 0.2335 -4.8808 -4.9897  0.0294
H29 -0.2659 -6.5787 -4.6088  0.0624
H30 1.2307 -3.0639 -4.6015  0.0953
H31 3.7840 -2.9676 -4.2032  0.0627
H32 4.7064 -2.9413 -2.0765  0.1073
H33 3.3132 -2.4695 -0.0601  0.1143
H34 2.2158 -4.9240 -0.2011  0.0954
H35 3.3855 -5.7964 1.8010  0.0945
H36 2.2055 -5.3640 4.1203  0.0737
H37 0.0912 -4.1836 4.1718  0.0937
H38 -1.7697 -3.5121 4.3022  0.0759
H39 -4.3370 -2.8069 2.6567  0.0763
H40 -3.5665 -1.8033 3.9568  0.0510
H41 -4.2455 -3.4041 4.3840  0.0773
H42 -3.4579 -4.7938 2.1386  0.0620
H43 -3.0099 -5.6113 3.5920  0.0678
H44 -1.7635 -5.4067 2.3510  0.0871
H45 0.4339 -0.8081 2.7392  0.0911
H46 -2.2720 0.4594 3.0351  0.0455
H47 -1.5639 0.2790 1.4477  0.0276
H48 -0.7328 1.2657 2.7844  0.0705
H49 -1.6723 -1.2844 5.0210  0.0534
H50 -0.2365 -0.2415 5.0344  0.0631
H51 -0.1292 -2.0083 4.8963  0.0615
C31 6.1686 5.4570 2.7776  -0.2157
Si1 4.9736 4.0170 2.9468  0.5055
C32 5.7249 2.3348 3.1064  -0.2209
C33 3.9395 4.4635 4.5271  -0.1952
C34 3.9115 4.0495 1.3829  -0.2657
C35 4.1734 4.9975 0.4555  -0.1427
C36 3.4421 5.1067 -0.7563  -0.0910
C37 2.4599 4.1335 -0.9644  -0.1716
N5 2.1432 3.2501 0.0048  -0.1774
C38 2.7769 3.1247 1.1617  -0.8619
S1 2.4545 1.8457 2.2472  0.4227
H52 6.8635 5.7118 3.6497  0.0488
H53 5.5567 6.3187 2.7143  -0.0013
H54 6.7901 5.4016 1.8732  0.0279
H55 6.7994 2.4437 3.3161  0.0145
H56 5.5314 1.5922 2.3059  0.0311
H57 5.2722 1.8982 4.0375  0.0331
H58 3.3521 3.5475 4.8025  0.0156
H59 3.2970 5.3568 4.3763  0.0283
H60 4.5953 4.6188 5.3724  -0.0036
H61 4.9043 5.7543 0.6879  0.0655
H62 3.6716 5.8081 -1.5684  0.0835
H63 1.8421 4.0613 -1.8979  0.1078
N6 4.0912 -1.2241 -6.0888  0.0479
C39 3.9840 -0.4466 -5.2215  -0.4457
N7 3.8517 0.5171 -4.3103  0.0221
C40 2.7413 0.7698 -3.6864  -0.4438
N8 1.7580 1.1552 -3.1419  -0.1164